Record 1
Density functional theory data (ωB97M-V/def2-TZVPD) for a structure of composition C42H44BO2P2Tm in a non-equilibrium geometry.

Last column: Löwdin charge in e.
CARTESIAN COORDINATES (ANGSTROEM)
C: 1.16787 -0.14358 -3.53129  -0.107
C: 1.95303 0.00080 -2.37638  -0.360
C: 3.10842 -0.78198 -2.23777  -0.082
C: 3.50760 -1.63823 -3.25901  -0.058
C: 2.75102 -1.73020 -4.43089  -0.066
C: 1.56062 -1.00802 -4.55072  -0.058
P: 1.33086 1.02582 -0.98528  0.975
C: 2.86714 1.49265 -0.06478  -0.367
C: 3.11754 0.91768 1.19618  -0.140
C: 4.33055 1.19647 1.83353  -0.054
C: 5.26935 2.04578 1.23964  -0.034
C: 5.00098 2.64202 -0.00220  -0.024
C: 3.79115 2.37136 -0.64844  -0.049
Tm: 0.22096 -0.09542 1.20587  1.299
P: -0.81228 -1.72304 -0.69654  0.968
C: 0.50373 -2.95858 -1.03538  -0.373
C: 0.57027 -3.64747 -2.25537  -0.068
C: 1.58854 -4.57544 -2.47649  -0.046
C: 2.56356 -4.79337 -1.49640  -0.048
C: 2.53787 -4.06372 -0.30571  -0.060
C: 1.51273 -3.14787 -0.07060  -0.134
C: -1.85219 -2.47696 0.63937  -0.388
C: -2.84381 -1.68355 1.25143  -0.111
C: -3.59982 -2.19884 2.30579  -0.048
C: -3.41057 -3.51995 2.72066  -0.038
C: -2.41557 -4.30844 2.12591  -0.045
C: -1.63904 -3.79102 1.08893  -0.076
C: -1.93079 -1.45402 -2.09807  -0.364
C: -2.21407 -0.14311 -2.53943  -0.104
C: -3.12199 0.05930 -3.57736  -0.055
C: -3.77841 -1.03670 -4.15259  -0.042
C: -3.54578 -2.33194 -3.67619  -0.045
C: -2.63060 -2.54034 -2.64078  -0.084
C: 0.73734 2.56798 -1.75675  -0.375
C: 1.21142 3.00598 -3.00167  -0.092
C: 0.73819 4.20254 -3.55304  -0.045
C: -0.20839 4.96535 -2.86057  -0.044
C: -0.68723 4.52990 -1.61762  -0.055
C: -0.20654 3.34789 -1.05926  -0.092
H: -3.00823 -0.65052 0.92387  0.113
H: -4.33565 -1.55990 2.80275  0.126
H: -4.03313 -3.93912 3.51519  0.123
H: -2.25137 -5.33283 2.47328  0.122
H: -0.84923 -4.39503 0.63712  0.108
H: -0.17143 -3.45098 -3.03113  0.106
H: 1.63285 -5.11493 -3.42567  0.125
H: 3.35825 -5.52142 -1.67432  0.123
H: 3.32152 -4.20526 0.44449  0.122
H: 1.50923 -2.59033 0.88337  0.080
H: -1.72532 0.70882 -2.05572  0.089
H: -3.32608 1.07264 -3.93516  0.120
H: -4.49028 -0.87755 -4.96528  0.121
H: -4.07923 -3.18327 -4.10271  0.121
H: -2.46822 -3.54545 -2.24417  0.119
H: 1.94687 2.41748 -3.55410  0.112
H: 1.11010 4.52992 -4.52596  0.120
H: -0.57880 5.89843 -3.29253  0.121
H: -1.43810 5.11517 -1.08114  0.119
H: -0.56044 3.02191 -0.07496  0.093
H: 2.40796 0.19907 1.70236  0.039
H: 4.53959 0.73818 2.80603  0.124
H: 6.21720 2.25430 1.74431  0.126
H: 5.73157 3.31046 -0.46560  0.127
H: 3.56656 2.83508 -1.61084  0.114
H: 3.70288 -0.72150 -1.32470  0.111
H: 4.40225 -2.25477 -3.13567  0.122
H: 3.06264 -2.39428 -5.23721  0.069
H: 0.93422 -1.12603 -5.44013  0.110
H: 0.23915 0.41963 -3.63671  0.099
H: 2.38351 -3.25454 -7.13304  0.032
H: 1.82836 -2.82357 -7.40212  0.042
C: -0.89793 0.54493 5.61856  -0.005
C: -1.90448 1.36892 4.80463  -0.520
C: -3.22878 1.36236 5.52565  0.002
O: -2.09013 0.76596 3.53796  0.016
B: -0.98309 1.28380 2.82238  -0.609
O: -0.48505 2.49959 3.31544  0.033
C: -1.33312 2.78219 4.40954  -0.512
C: -2.43693 3.72157 3.91897  -0.001
C: -0.52256 3.49165 5.47255  0.002
H: -0.75732 0.97700 6.61588  0.102
H: 0.08572 0.45343 5.13569  0.088
H: -1.28118 -0.47386 5.76098  0.100
H: -3.53276 0.33342 5.73705  0.097
H: -3.15187 1.86646 6.49492  0.106
H: -4.02648 1.84243 4.95496  0.094
H: -3.09723 4.00963 4.74221  0.099
H: -1.98772 4.64420 3.53201  0.101
H: -3.04461 3.28693 3.11451  0.100
H: 0.34067 2.90964 5.80872  0.091
H: -0.15603 4.44852 5.08938  0.100
H: -1.13200 3.72166 6.35339  0.105

For the HOMO-LUMO gap (spin up / spin down), the calculation gives 7.44 / 7.50 eV. The spin multiplicity is 3. The calculation puts the LUMO energy (spin up / spin down) at -0.23657 / -0.23260 hartree. The charge is +2. For the relative energy (zero: lowest compared OMol25 entry of this formula, charge and spin), the calculation gives 0.000 eV.

=====

Record 2
Density functional theory data (ωB97M-V/def2-TZVPD) for a structure of composition C30H37O8STc in a non-equilibrium geometry.

Last column: Löwdin charge in e.
CARTESIAN COORDINATES (ANGSTROEM)
C: 0.22505 -0.77876 -5.44878  -0.240
C: 0.00566 -1.39312 -4.05473  -0.034
C: -0.24633 0.69123 -5.41086  -0.031
C: -1.08889 0.78257 -4.13656  -0.163
H: -0.86649 0.85830 -6.29767  0.120
H: 0.61220 1.36793 -5.44053  0.116
C: -1.23486 -0.64745 -3.55811  -0.211
H: 0.90012 -1.14604 -3.46781  0.133
H: -0.11994 -2.48315 -4.09677  0.135
C: -1.34057 -0.37714 -2.07511  -0.177
H: -2.13339 -1.15854 -3.93710  0.158
H: -2.09343 1.17110 -4.36615  0.146
C: -0.50567 1.59975 -2.91863  -0.478
C: 1.64568 -0.95823 -5.93136  -0.417
C: -0.55263 -1.46945 -6.56864  -0.432
O: -1.15538 -0.87662 -7.45757  0.083
O: 2.60828 -1.14237 -5.19735  0.112
O: 1.75272 -0.92874 -7.27145  -0.020
O: -0.52162 -2.80853 -6.56209  -0.008
C: -1.21640 -3.28772 -7.72327  -0.040
H: -1.15772 -4.37550 -7.68929  0.094
H: -0.72750 -2.88463 -8.61659  0.101
H: -2.25443 -2.93943 -7.69193  0.101
C: 3.08214 -1.25297 -7.68833  -0.035
H: 3.81878 -0.63062 -7.16247  0.099
H: 3.10810 -1.08415 -8.76504  0.094
H: 3.28140 -2.30914 -7.45831  0.105
O: -0.45433 0.69586 -1.74956  -0.094
H: -1.12236 -1.25760 -1.45980  0.113
H: -2.37559 -0.03946 -1.86044  0.123
C: -1.45914 2.77122 -2.65869  -0.023
C: 0.91589 2.11793 -3.12142  -0.022
H: 0.98873 2.79407 -3.98770  0.086
H: 1.62683 1.28952 -3.25296  0.089
H: 1.21405 2.68212 -2.22662  0.095
H: -1.17724 3.31687 -1.74873  0.094
H: -2.50250 2.42939 -2.56703  0.087
H: -1.42643 3.47737 -3.50812  0.093
Tc: 0.07691 -0.26984 1.56476  1.410
C: -2.34688 -0.46213 3.06788  -0.102
C: -3.06340 -0.22385 1.87726  -0.130
C: -2.52474 -1.01533 0.83838  -0.149
H: -3.94444 0.40969 1.78723  0.090
C: -1.41034 -1.77291 1.37111  -0.334
C: -1.25943 -1.38584 2.78328  -0.287
H: -0.76488 -2.00371 3.52562  0.095
H: -2.66089 -0.13767 4.05285  0.087
H: -2.97102 -1.16374 -0.14014  0.071
H: -1.01568 -2.68099 0.92475  0.088
C: 2.28794 0.13420 1.89195  -0.152
C: 1.75375 -0.87882 2.77913  -0.176
C: 1.31455 -1.98328 1.96197  -0.241
H: 1.78433 -0.87023 3.86311  0.105
C: 1.50646 -1.61828 0.58042  -0.235
C: 2.11930 -0.32131 0.54571  -0.178
H: 2.44066 0.18539 -0.35861  0.100
H: 2.72297 1.08368 2.19226  0.116
H: 0.98452 -2.94696 2.32689  0.116
H: 1.28471 -2.22591 -0.28857  0.096
C: 0.99584 1.89342 11.25358  -0.081
C: 0.67090 1.76275 9.79074  -0.311
C: 0.72325 0.51267 9.17184  -0.067
C: 0.41992 0.36979 7.81494  -0.086
C: 0.05767 1.48794 7.07755  -0.325
C: -0.03259 2.73939 7.68123  -0.092
C: 0.28270 2.87515 9.03355  -0.068
S: -0.27207 1.33824 5.25566  0.631
O: -0.06853 -0.10059 5.04940  -0.546
O: -1.61498 1.85254 5.00810  -0.510
O: -0.13922 1.33783 2.17295  -0.491
H: 0.25815 1.36937 11.87647  0.074
H: 1.97891 1.46216 11.48228  0.072
H: 0.99902 2.94726 11.54796  0.064
H: 1.00637 -0.35809 9.76691  0.102
H: 0.48193 -0.61713 7.36332  0.092
H: -0.34005 3.61341 7.10944  0.103
H: 0.22565 3.84584 9.53045  0.097

For the HOMO-LUMO gap (spin up / spin down), the calculation gives 4.86 / 4.87 eV. The spin multiplicity is 4. The calculation puts the LUMO energy (spin up / spin down) at 0.06865 / 0.06860 hartree. The charge is -1.

=====

Record 3
Density functional theory data (ωB97M-V/def2-TZVPD) for an isolated molecule of C5H2ClNO2S in a non-equilibrium geometry.

Last column: Löwdin charge in e.
CARTESIAN COORDINATES (ANGSTROEM)
C: -1.31817 -0.62829 0.09887  -0.091
C: -1.36224 0.70809 -0.05940  -0.112
C: 1.12822 -1.14354 -0.08142  -0.158
C: -0.13260 -1.47845 0.13739  -0.745
C: 0.39545 2.48544 0.09061  0.137
N: -0.30288 1.54433 -0.01029  -0.074
O: 2.39688 0.77903 1.23832  -0.271
O: 2.50012 0.62344 -1.20571  -0.274
S: 1.79548 0.38571 0.00842  0.683
Cl: -0.56915 -3.15923 -0.01111  0.687
H: -2.29656 -1.23684 0.08466  0.131
H: -2.23454 1.12031 -0.29033  0.086

For the HOMO-LUMO gap, the calculation gives 8.69 eV. The calculation puts the LUMO energy at -0.05017 hartree. The charge is 0.

=====

Record 4
Density functional theory data (ωB97M-V/def2-TZVPD) for a cluster of 2 separate species, C5H10O in total in a non-equilibrium geometry.

Last column: Löwdin charge in e.
CARTESIAN COORDINATES (ANGSTROEM)
C: 1.25534 0.65168 -0.26038  -0.093
C: -0.10878 -0.03710 -0.31697  -0.509
C: -0.22288 -0.92481 -1.55713  -0.096
C: -0.36074 -0.85013 0.95417  -0.100
C: -0.96515 2.18902 2.49798  0.014
O: -1.57536 2.41399 1.56677  0.021
H: 1.45594 1.21954 -1.17656  0.077
H: 2.05793 -0.08778 -0.13861  0.082
H: 1.31333 1.34796 0.58533  0.064
H: -0.88076 0.74319 -0.38410  0.111
H: -1.21198 -1.39237 -1.62318  0.075
H: -0.05858 -0.34998 -2.47598  0.075
H: 0.52348 -1.72943 -1.52723  0.080
H: -1.37002 -1.27849 0.96144  0.080
H: 0.35540 -1.67868 1.02977  0.082
H: -0.24545 -0.23671 1.85625  0.039

For the HOMO-LUMO gap, the calculation gives 12.50 eV. The calculation puts the LUMO energy at 0.04188 hartree. The charge is 0. For the relative energy (zero: lowest compared OMol25 entry of this formula, charge and spin), the calculation gives 0.274 eV.

=====

Record 5
Density functional theory data (ωB97M-V/def2-TZVPD) for a structure of composition C48H48N4Zr in a non-equilibrium geometry.

Last column: Löwdin charge in e.
CARTESIAN COORDINATES (ANGSTROEM)
Zr: -0.56406 1.12607 -0.00770  1.797
C: -3.20503 -1.99872 -3.46881  -0.045
C: -3.68424 -0.72648 -2.75893  -0.357
C: -2.74275 0.42961 -3.07694  -0.076
C: -3.93485 -0.98810 -1.27709  -0.135
C: -5.23702 -1.38496 -0.97153  -0.024
C: -5.65548 -1.61770 0.32155  -0.037
C: -4.76804 -1.42042 1.36548  -0.018
C: -3.45610 -1.06488 1.10973  -0.142
C: -2.51100 -0.73725 2.24969  -0.354
C: -2.49954 0.79628 2.41640  -0.033
C: -2.88005 -1.41493 3.56741  -0.042
C: -3.01335 -0.88283 -0.21819  -0.163
N: -1.61289 -0.58433 -0.37487  -0.119
C: -0.66604 -1.59709 -0.40760  -0.189
C: 0.66971 -1.30776 -0.07461  -0.206
N: 1.02740 -0.03873 0.37652  -0.098
C: 2.23802 0.13153 1.14848  -0.159
C: 2.34617 -0.50584 2.40122  -0.154
C: 3.55467 -0.45966 3.08009  -0.018
C: 4.63318 0.24274 2.57631  -0.033
C: 4.50848 0.91782 1.37667  -0.021
C: 3.33187 0.86538 0.64161  -0.145
C: 3.28012 1.50401 -0.72858  -0.386
C: 4.05767 2.81661 -0.82317  -0.056
C: 3.75326 0.49323 -1.78071  -0.033
C: 1.13237 -1.07251 3.10558  -0.366
C: 0.65147 0.02781 4.06768  -0.038
C: 1.38188 -2.39141 3.83293  -0.036
C: 1.45780 -2.53209 -0.19009  -0.099
C: 2.77771 -2.87787 -0.01540  0.013
C: 3.15129 -4.22911 -0.19778  -0.045
C: 2.24623 -5.20614 -0.53623  0.008
C: 0.88033 -4.87612 -0.72839  -0.147
C: -0.18222 -5.75653 -1.05619  0.011
C: -1.46195 -5.27138 -1.18171  -0.042
C: -1.78234 -3.90627 -1.00520  0.009
C: -0.77129 -3.02629 -0.69545  -0.089
C: 0.53889 -3.54008 -0.55716  -0.097
H: -3.14492 -1.83451 -4.54604  0.090
H: -3.90129 -2.81908 -3.29471  0.089
H: -2.22090 -2.29732 -3.10174  0.069
H: -4.66077 -0.46851 -3.17308  0.134
H: -1.72171 0.09146 -2.95755  0.028
H: -2.93684 1.29645 -2.42977  0.080
H: -2.87471 0.74767 -4.11301  0.094
H: -5.94362 -1.49318 -1.78597  0.126
H: -6.67225 -1.93088 0.51651  0.119
H: -5.10722 -1.55585 2.38327  0.115
H: -1.51013 -1.07327 1.97898  0.101
H: -3.51915 1.14702 2.57544  0.113
H: -2.13450 1.30490 1.49292  0.010
H: -1.89548 1.10132 3.27131  0.076
H: -3.78641 -0.99442 4.00510  0.089
H: -2.07926 -1.30009 4.29595  0.066
H: -3.03517 -2.48148 3.40833  0.102
H: 3.64724 -0.97651 4.02701  0.122
H: 5.56462 0.27237 3.12580  0.119
H: 5.35187 1.47953 0.99715  0.116
H: 2.24275 1.73074 -0.91966  0.070
H: 5.13430 2.65588 -0.77581  0.083
H: 3.77430 3.49723 -0.01650  0.087
H: 3.84791 3.30923 -1.77625  0.078
H: 4.76738 0.16523 -1.54898  0.098
H: 3.75920 0.93912 -2.77836  0.080
H: 3.11030 -0.39082 -1.79143  0.071
H: 0.35631 -1.25928 2.36685  0.093
H: 1.43257 0.25655 4.79312  0.095
H: -0.23812 -0.27468 4.61987  0.069
H: 0.44092 0.94639 3.50710  0.062
H: 2.00605 -2.26077 4.71783  0.083
H: 1.86551 -3.10830 3.16823  0.088
H: 0.43301 -2.82017 4.15809  0.084
H: 3.52652 -2.14756 0.26546  0.112
H: 4.18917 -4.50000 -0.05489  0.112
H: 2.56966 -6.23313 -0.65170  0.123
H: 0.01759 -6.81195 -1.19281  0.124
H: -2.26257 -5.95938 -1.41989  0.113
H: -2.81335 -3.58979 -1.10357  0.106
C: -0.23166 5.28083 1.79492  0.008
C: -0.37331 3.90737 1.67505  -0.074
N: -0.26976 3.25211 0.51635  -0.051
C: 0.02736 3.97934 -0.61252  -0.135
C: 0.18147 5.37784 -0.57108  -0.115
C: 0.03170 6.02360 0.66573  0.061
C: 0.49462 6.09047 -1.77073  0.019
C: 0.68546 5.43776 -2.93639  0.021
C: 0.58923 4.01234 -3.00364  -0.115
C: 0.89491 3.29352 -4.16953  0.063
C: 0.89514 1.91614 -4.13762  0.015
C: 0.51506 1.27004 -2.97278  -0.094
N: 0.13719 1.92127 -1.87153  -0.066
C: 0.22894 3.28905 -1.85245  -0.142
H: -0.33050 5.74806 2.76390  0.132
H: -0.57825 3.29808 2.54790  0.119
H: 0.13711 7.09964 0.72477  0.143
H: 0.58984 7.16730 -1.71792  0.136
H: 0.93852 5.97813 -3.83944  0.136
H: 1.15252 3.83154 -5.07307  0.142
H: 1.19128 1.34189 -5.00381  0.135
H: 0.52407 0.18784 -2.90373  0.135

For the HOMO-LUMO gap, the calculation gives 4.82 eV. The calculation puts the LUMO energy at -0.26079 hartree. The charge is +2. For the relative energy (zero: lowest compared OMol25 entry of this formula, charge and spin), the calculation gives 1.129 eV.

=====

One value per record, in order, for energy: -3569.57185, -2246.14652, -1255.11959, -271.74253, -2123.58575 Ha.